The following is a DFT calculation (the ωB97M-V functional and the def2-TZVPD basis) of 4 unconnected molecules or ions with the total composition C16H44ClN3O3.

Atoms and positions in Å:
Cl  -1.5395  -0.8120  0.1467
O  1.5359  -5.1314  0.7530
O  0.4385  -2.6771  4.8160
O  -3.2119  4.7005  -2.1478
N  -0.1256  -3.7201  -0.7241
N  -0.3600  -0.0549  3.6314
N  -0.7759  2.6812  -2.0349
C  0.9183  -0.8561  3.3416
C  2.2783  -5.7620  1.7584
C  0.0239  5.2364  -2.3428
C  1.9832  -0.0291  2.6606
C  -0.5155  3.9338  -2.9982
C  -1.3401  1.5165  -2.9220
C  0.5173  2.2954  -1.2482
C  2.1730  -4.1436  -0.0073
C  -4.5150  4.9490  -2.7491
C  1.3942  -1.6245  4.5660
C  1.6936  -2.3513  -1.7254
C  1.3333  -3.7255  -1.1976
C  0.8444  -3.5125  5.8823
C  -3.1888  3.4832  -1.3573
C  -1.7744  3.0699  -0.9053
C  -0.4782  1.0100  -4.0381
H  -4.3500  5.8987  -3.2579
H  1.0878  -3.0691  6.8479
H  -0.7210  0.1780  2.7173
H  1.7189  -4.1477  5.7416
H  3.2982  -5.9676  1.4335
H  0.6396  -1.5158  2.5198
H  0.2532  3.4963  -3.6353
H  -0.9646  0.1517  -4.5016
H  -0.4185  -2.8357  -0.3340
H  2.3059  -5.1169  2.6366
H  -0.8299  -3.9111  -1.4223
H  1.8628  -6.7145  2.0875
H  0.5621  0.8494  -3.7549
H  1.5082  -1.0417  5.4800
H  -0.1186  -4.3471  0.0677
H  -0.3175  5.4492  -1.3298
H  -2.2445  1.8758  -3.4131
H  2.3424  -2.0205  4.2021
H  -1.8657  2.1177  -0.3829
H  -0.1554  0.7111  4.2571
H  3.1557  -4.4051  -0.3997
H  -1.3042  3.8929  -0.3670
H  0.6781  3.2432  -0.7344
H  2.8419  -0.6675  2.4526
H  1.3183  2.1612  -1.9751
H  -0.1135  6.0272  -3.0802
H  0.0437  -4.2274  6.0715
H  -0.4132  1.6893  -4.8881
H  -0.9977  -0.6736  4.1116
H  -1.4726  4.0735  -3.5007
H  1.2028  -2.2422  -2.6925
H  -4.7760  4.2364  -3.5315
H  2.7720  -2.2083  -1.7936
H  1.2628  -1.5972  -1.0668
H  2.3063  0.8329  3.2442
H  -1.5752  0.7495  -2.1841
H  1.8060  0.3615  1.6585
H  1.3420  -4.4335  -2.0262
H  1.0890  5.1932  -2.1155
H  2.3607  -3.2981  0.6545
H  -5.2517  5.0404  -1.9509
H  -3.6932  2.7236  -1.9545
H  0.3036  1.4466  -0.5986
H  -3.7878  3.5654  -0.4503

For the LUMO energy (alpha / beta), the calculation gives -8.02 / -14.09 eV. The calculation puts the HOMO-LUMO gap (alpha / beta) at 0.33206 / 0.10919 Ha. As for the spin multiplicity: 2. As for the expectation value of S²: 0.752. The charge is +3.

---

The following is a DFT calculation (the ωB97M-V functional and the def2-TZVPD basis) of a molecular structure, C25H28O8.

Atoms and positions in Å:
O  3.1245  -3.4480  -3.4773
O  -0.1332  -2.9024  2.0053
O  -1.6939  0.6662  5.3163
O  1.6984  -1.8883  -4.0474
O  -1.6022  -1.6631  -0.0615
O  -3.2204  2.8960  0.9088
O  -0.9338  -2.2078  3.9359
O  3.4504  -3.7326  -0.8921
C  1.4727  0.5114  3.4882
C  2.1556  -2.6143  -3.1034
C  -0.2864  0.1300  -2.6285
C  -1.9744  1.4849  2.5725
C  0.3532  -2.6541  0.7907
C  -1.1933  0.8491  -3.3938
C  1.8035  -3.3725  0.5732
C  -1.7939  3.2216  -4.4284
C  2.2216  -3.4124  -0.7865
C  -0.3448  -2.2168  -0.3181
C  0.4163  0.1690  4.5856
C  -1.3444  0.5384  2.8563
C  2.8202  0.4359  3.7720
C  -1.7649  -0.8491  0.8607
C  -0.9437  0.5711  4.3850
C  -2.6396  1.7878  1.0843
C  -0.9054  2.4188  -3.4824
C  -0.5964  -1.9072  2.6766
C  -0.5047  -1.2166  -2.7575
C  1.3020  -2.5997  -1.8634
C  0.1705  -2.1772  -1.5735
C  3.8123  0.6185  2.6013
C  -2.3520  0.5764  0.4043
C  -1.0736  -0.5888  2.0737
C  -3.7212  3.0511  -0.4782
H  3.2556  -0.6733  4.2184
H  -2.9814  3.0080  -1.2113
H  1.4984  -0.1159  2.5403
H  -0.9338  2.7534  -2.6469
H  0.6403  -0.7678  4.8532
H  -4.3108  2.1181  -0.7753
H  0.2243  2.5064  -4.0844
H  3.1862  1.0828  4.6279
H  0.7906  0.3008  -3.1137
H  -1.6662  3.0363  -5.3708
H  -2.6964  0.5037  -0.6545
H  3.9040  1.7443  2.2399
H  -4.1350  3.7912  -0.4893
H  -0.3855  -1.6744  -3.5783
H  1.3085  1.7062  3.0936
H  -1.7135  4.2109  -4.4594
H  -2.2051  0.9051  -3.1538
H  -1.7192  -1.5582  -2.1864
H  0.7387  0.9776  5.3663
H  -2.1617  2.3295  3.0478
H  3.6732  -3.9534  -1.6258
H  -2.7856  3.0019  -4.0216
H  2.3159  -3.6503  1.3444
H  3.5157  -0.2707  1.9122
H  5.0199  0.3952  3.0933
H  -0.9226  0.5627  -4.5055
H  -0.5069  0.5416  -1.7080
H  3.2736  -3.2867  -4.3510

For the LUMO energy, the calculation gives -0.54 eV. The value obtained for the energy above the lowest of the compared OMol25 structures with the same formula, charge and spin is 2095.83 kJ/mol. The calculation puts the HOMO-LUMO gap at 0.29935 Ha. As for the spin multiplicity: 1.

---

The following is a DFT calculation (the ωB97M-V functional and the def2-TZVPD basis) of 2 unconnected molecules or ions with the total composition C2H3ClO3P.

Atoms and positions in Å:
Cl  -1.1039  1.0316  1.4611
P  0.8041  0.4047  1.1451
O  1.1562  1.0049  -0.2108
O  1.6730  0.8074  2.2627
O  0.6025  -1.1911  1.1515
C  -0.2373  -0.0444  -1.8272
C  -1.3203  -0.2466  -1.3035
H  -2.1825  -0.1162  -0.6995
H  0.0169  -1.4464  0.3821
H  0.5913  -0.2040  -2.3615

For the LUMO energy, the calculation gives 3.71 eV. The value obtained for the energy above the lowest of the compared OMol25 structures with the same formula, charge and spin is 136.23 kJ/mol. The calculation puts the HOMO-LUMO gap at 0.30960 Ha. As for the spin multiplicity: 1. The charge is -1.